# C8H13OP

A single C8H13OP molecule at a distorted geometry (the ωB97M-V functional and the def2-TZVPD basis, the Open Molecules 2025 dataset).

Results
HOMO-LUMO gap (alpha / beta): 6.36 / 6.43 eV
Energy relative to the best compared isomer or geometry (same formula, charge and spin): 357.1 kJ/mol
Total energy: -729.03568 Eh
Highest occupied orbital energy (alpha / beta): -7.229 / -7.281 eV

The geometry in ORCA input format:
```
! wB97M-V def2-TZVPD RIJCOSX def2/J DEFGRID3
* xyz 0 1
H -3.428 -0.373 -1.409
H 2.853 2.624 -0.884
H -3.276 -1.426 1.485
C 2.519 1.622 -1.070
H -3.321 -2.330 0.000
H 1.856 1.000 2.108
C -3.627 -1.382 0.443
P 2.992 0.277 -0.057
O 4.101 0.202 0.875
H -1.095 -1.619 0.529
H 1.587 1.601 -1.518
H -4.697 -1.456 0.647
C -3.167 -0.117 -0.292
C 1.343 0.521 1.288
C -1.880 0.284 -0.131
C -0.926 -0.503 0.415
H 3.030 -1.461 -1.760
C 0.232 0.082 0.987
H -1.717 1.355 -0.131
H 1.420 -1.751 -0.888
H -3.823 0.765 0.003
H 2.990 -2.139 -0.094
C 2.526 -1.391 -0.741
*
```